The following is a DFT calculation (the ωB97M-V functional and the def2-TZVPD basis) of the ion C10H19N2 with charge +1 at a distorted geometry.

Cartesian coordinates (Å):
C 0.747 -2.693 1.416
H 0.594 0.486 -0.773
C -1.956 -0.341 0.183
H 1.211 -2.287 3.474
C 0.979 -2.100 0.030
H 0.675 4.231 -1.410
H -2.086 -0.512 2.924
N -0.295 1.097 -0.934
H -2.297 1.546 -0.723
H -1.129 2.747 -1.726
C 1.623 -2.148 2.576
H -1.959 -2.361 2.834
H -2.938 -0.171 0.496
H 0.711 -3.796 1.439
N -1.383 -1.280 0.970
H 1.912 -1.064 2.427
C 0.828 3.285 -1.055
H 0.497 3.514 -0.123
H 2.614 -2.596 2.575
H 0.937 -2.649 -0.850
C -2.201 -1.450 2.237
H -0.268 1.131 -3.715
H -3.203 -1.457 2.030
C -1.536 0.775 -0.514
H 1.161 1.112 -2.919
C 0.377 1.765 -3.092
H 1.873 -1.301 -0.105
H 1.912 3.163 -0.996
H 0.710 2.581 -3.630
C -0.115 2.281 -1.764
C -0.250 -1.833 0.781

Force components x, y, z for each atom (eV/Å):
1.27 -0.39 0.58
-2.64 1.36 -0.31
-1.32 3.03 -1.45
-1.75 -0.45 3.51
2.06 3.33 0.53
-0.16 2.51 -2.06
0.32 -1.64 -1.42
0.79 -1.51 1.12
0.35 -0.75 -0.06
0.83 -0.13 -0.71
1.95 1.77 -4.21
0.22 0.72 -0.82
-1.51 -0.08 0.14
-0.70 0.62 -0.07
0.66 -0.62 1.38
-0.87 -0.90 0.16
0.65 -1.72 -1.64
-1.08 -0.33 3.37
-0.13 -0.59 -0.14
-0.35 -1.36 -1.29
3.01 0.65 2.43
-0.60 0.60 0.43
-2.39 -0.28 -1.10
1.83 -1.18 0.32
2.11 -1.02 0.52
-1.78 0.03 -0.07
-2.33 -1.53 0.62
-0.17 -0.72 -0.37
0.81 1.49 -1.55
0.09 0.01 1.16
0.80 -0.89 1.01

For the highest occupied orbital energy (alpha / beta), the calculation gives -0.43160 / -0.43158 hartree. The SMILES is CC(C)N/C=C\[N+](C)=C1/C[C@H]1C. As for the energy above the lowest of the compared OMol25 structures with the same formula, charge and spin: 4.949 eV. The largest force on an atom comes out at 4.968 eV/A. Its charge is +1. The calculation puts the HOMO-LUMO gap (alpha / beta) at 7.9 / 7.9 eV. The LUMO energy (alpha / beta) is -3.834 / -3.835 eV.

The following is a DFT calculation (the ωB97M-V functional and the def2-TZVPD basis) of the ion C10H19N2 with charge +1 at a distorted geometry.

Cartesian coordinates (Å):
H -1.509 -2.265 3.018
H -1.726 -1.921 -1.221
H 1.516 -1.531 -3.020
C -0.723 -2.092 -1.337
H -0.617 -2.725 -2.199
H 0.048 1.021 -0.780
H -0.335 -2.640 -0.534
H 2.155 -0.293 -2.210
N -0.330 0.095 -0.511
C -0.901 -1.813 2.223
C 0.051 -0.843 -1.647
H -0.816 -1.050 -3.642
H 1.998 -1.779 -1.341
H 1.840 1.931 3.183
C 1.505 -1.157 -2.068
C 0.221 -0.001 0.804
H 0.229 3.462 2.236
H 0.511 0.794 3.298
C -0.580 -0.259 -2.929
C -0.316 -1.086 1.500
H -2.092 2.966 1.315
N -0.154 2.586 2.314
H 2.209 0.407 1.639
H -1.598 1.198 2.243
H 0.149 0.386 -3.587
C 0.873 1.550 2.603
H -1.496 0.250 -2.657
C -1.480 2.269 2.030
C 1.278 0.861 1.272
H 1.469 1.676 0.463
H -1.378 0.002 -0.456

Force components x, y, z for each atom (eV/Å):
0.72 0.09 -1.06
-2.65 0.53 0.46
-0.41 -1.63 -2.14
2.28 -0.74 -1.48
-0.04 -0.45 -0.40
-1.28 -0.10 -0.44
0.48 -0.64 1.36
-0.23 0.54 0.44
1.15 1.71 -1.24
-2.26 -2.30 3.17
-0.34 -0.79 -2.27
-0.20 -0.18 0.36
0.23 -0.55 0.06
-2.22 -0.05 -1.54
0.19 1.95 3.46
-0.54 -1.95 0.70
0.50 2.59 -0.46
-0.46 -0.11 -0.20
1.29 1.11 -1.14
1.45 2.40 -0.92
1.13 -1.50 1.87
-1.66 -3.21 0.86
0.07 -0.33 -0.95
-0.96 0.64 -0.21
-1.41 -0.61 1.72
0.52 1.66 1.24
-0.30 0.42 -0.44
2.94 0.44 -1.30
0.69 1.61 -0.67
0.18 -1.28 1.44
1.18 0.73 -0.27

For the highest occupied orbital energy (alpha / beta), the calculation gives -0.36952 / -0.40957 hartree. As for the energy above the lowest of the compared OMol25 structures with the same formula, charge and spin: 7.151 eV. The largest force on an atom comes out at 4.524 eV/A. Its charge is +1. The calculation puts the HOMO-LUMO gap (alpha / beta) at 5.4 / 7.9 eV. The LUMO energy (alpha / beta) is -4.681 / -3.235 eV.

The following is a DFT calculation (the ωB97M-V functional and the def2-TZVPD basis) of a structure of composition C10H19N2Tm at a distorted geometry.

Cartesian coordinates (Å):
Tm 0.021 0.113 -0.979
H 2.914 -0.060 -1.874
H -0.338 1.643 3.557
C 0.251 1.036 2.839
H -0.949 -0.185 -3.982
H -0.757 -0.617 3.773
H 1.913 -0.351 1.353
H -1.310 2.647 -2.139
H 1.287 1.410 2.915
H -2.953 0.871 -0.139
H -1.367 2.845 -0.306
C 1.038 0.383 -3.047
H 1.251 1.343 -3.525
H -0.761 0.221 1.295
C -2.462 1.148 -1.082
H -2.900 0.680 -1.976
H 1.755 -1.773 0.641
H 1.009 -0.627 3.975
C 0.272 -1.430 2.094
H -0.745 -1.609 1.708
C 1.917 -0.364 -2.186
C 1.268 -1.625 -1.873
H -1.188 1.743 1.684
N 1.192 -0.988 0.970
C 0.199 -0.422 3.257
C -0.139 -0.408 -3.274
H 1.690 -2.480 -1.359
C -1.610 2.218 -1.173
H -0.713 -2.474 -2.570
H 0.603 -2.419 2.446
N -0.371 1.162 1.510
C -0.017 -1.632 -2.532

Force components x, y, z for each atom (eV/Å):
-1.09 1.92 5.49
-0.21 -0.03 0.00
0.48 -0.34 -0.37
0.36 0.05 0.96
0.38 0.05 0.55
0.43 -0.05 -0.07
-0.56 -0.28 -0.10
-0.01 -0.45 0.17
-0.45 0.02 -0.61
0.43 0.06 -0.17
0.05 -0.48 -0.24
0.36 -1.09 -0.91
-0.05 -0.31 0.32
-0.28 0.96 0.82
0.04 1.64 -0.36
0.48 0.08 0.24
-0.33 0.03 0.23
-0.33 0.04 -0.19
0.44 -0.42 0.09
0.26 0.03 -0.24
-0.17 -1.18 -1.21
0.21 0.21 -2.11
0.00 0.06 -0.58
0.28 0.23 0.03
0.05 -0.80 0.70
0.51 -0.46 -0.73
-0.03 0.26 0.05
-1.78 -0.28 0.01
0.19 0.36 0.14
-0.14 0.44 0.06
-0.80 -0.11 -1.02
1.26 -0.16 -0.96

For the highest occupied orbital energy (alpha / beta), the calculation gives -0.62818 / -0.62728 hartree. Its multiplicity is 3. The largest force on an atom comes out at 5.914 eV/A. Its charge is +2. The calculation puts the HOMO-LUMO gap (alpha / beta) at 8.6 / 8.7 eV. Its expectation value of S² is 2.0024. The LUMO energy (alpha / beta) is -8.479 / -8.413 eV.

The following is a DFT calculation (the ωB97M-V functional and the def2-TZVPD basis) of the ion C10H19N3 with charge +2 at a distorted geometry.

Cartesian coordinates (Å):
H 1.339 -0.258 -3.142
H -1.517 1.289 2.467
C -2.408 3.684 1.627
H 3.094 -1.767 0.357
H -2.693 2.395 -0.109
C 0.460 -0.766 -1.189
C -2.201 2.654 0.838
H -3.405 -0.524 0.930
C 0.167 1.786 1.268
H -0.435 -1.257 -1.571
C 0.846 -3.014 0.076
C -1.476 0.193 0.737
H -1.714 3.670 2.495
N 0.096 -0.035 -0.089
H -0.078 -3.588 -0.254
N 0.695 0.893 0.388
H 0.625 1.122 -2.230
N -2.527 -0.413 0.350
C 1.393 -2.153 -0.992
C 2.818 -1.734 -0.687
H 0.283 2.878 0.989
H 0.785 1.562 2.186
H 2.052 0.375 -1.689
H 3.508 -2.352 -1.217
H -2.546 -1.229 -0.331
H -3.057 4.480 1.434
C 1.135 0.163 -2.199
H 1.514 -3.754 0.398
H 1.413 -2.536 -2.082
H 2.890 -0.713 -0.969
H 0.235 -2.452 0.766
C -1.294 1.401 1.443

Force components x, y, z for each atom (eV/Å):
-0.07 -0.62 -1.07
-0.54 -0.09 1.37
2.41 -1.51 0.94
-0.20 -0.22 0.43
0.12 0.35 0.40
0.68 -3.78 -3.13
-0.59 -2.37 -0.16
0.92 1.14 -0.54
0.20 0.55 2.41
-0.39 0.33 -0.01
-4.15 -0.91 -1.62
0.31 -0.69 -3.01
-1.13 0.62 -0.12
-3.62 2.86 4.22
1.14 0.01 -0.49
3.52 -0.39 -2.79
-0.31 -0.03 -0.52
-1.11 -2.99 0.26
0.55 1.79 -1.54
-0.46 0.04 0.60
0.30 -1.37 0.06
-0.48 0.74 -0.45
0.66 0.58 -0.43
0.57 -0.21 -0.46
0.70 1.26 0.72
-0.74 1.17 -0.35
-0.41 0.90 1.96
0.94 -0.61 1.11
-0.53 0.25 1.84
1.12 0.46 -0.31
1.06 0.46 1.41
-0.49 2.29 -0.73

For the highest occupied orbital energy, the calculation gives -0.65526 hartree. The SMILES is C=C[C@@H]1CN=[N+]([C@@H](C)C(C)C)C1=[NH2+]. As for the energy above the lowest of the compared OMol25 structures with the same formula, charge and spin: 0.462 eV. The largest force on an atom comes out at 6.247 eV/A. Its charge is +2. The calculation puts the HOMO-LUMO gap at 8.2 eV. The LUMO energy is -9.640 eV.